# 1
This record from the Open Molecules 2025 dataset describes a molecular structure, C33H32F3NP2Re. The level of theory is ωB97M-V/def2-TZVPD.

XYZ file:
```
72
Properties=species:S:1:pos:R:3
Re -0.207 0.163 -1.139
C 1.833 -0.814 1.531
C 0.511 -0.445 2.193
P -0.270 0.845 1.161
C -1.915 1.154 1.831
C -2.731 0.086 2.208
C -4.013 0.325 2.676
C -4.491 1.627 2.758
C -3.685 2.691 2.380
C -2.397 2.459 1.918
C 0.717 2.331 1.387
C 1.168 3.046 0.278
C 1.934 4.191 0.448
C 2.247 4.622 1.729
C 1.795 3.918 2.839
C 1.031 2.775 2.673
P 1.625 -1.066 -0.270
C 0.921 -2.700 -0.554
C 0.636 -3.061 -1.878
C 0.048 -4.286 -2.150
C -0.266 -5.150 -1.109
C 0.018 -4.799 0.205
C 0.610 -3.576 0.486
C 3.288 -0.979 -0.934
C 3.946 -2.108 -1.409
C 5.245 -1.990 -1.884
C 5.877 -0.756 -1.884
C 5.219 0.372 -1.407
C 3.925 0.264 -0.932
H 2.303 -1.694 1.971
H 2.552 0.004 1.627
H 0.652 -0.088 3.214
H -0.169 -1.298 2.231
H -2.370 -0.935 2.157
H -4.636 -0.502 2.989
H -5.489 1.812 3.131
H -4.051 3.706 2.460
H -1.763 3.296 1.650
H 0.924 2.719 -0.729
H 2.280 4.743 -0.415
H 2.844 5.515 1.865
H 2.036 4.263 3.835
H 0.670 2.243 3.545
H 0.913 -2.406 -2.697
H -0.152 -4.572 -3.174
H -0.720 -6.109 -1.323
H -0.209 -5.483 1.011
H 0.842 -3.325 1.513
H 3.459 -3.075 -1.409
H 5.762 -2.866 -2.253
H 6.889 -0.670 -2.258
H 5.716 1.332 -1.408
H 3.411 1.149 -0.567
F 1.087 1.873 -3.142
C 0.986 0.601 -2.772
F -0.247 0.096 -3.400
F 1.962 -0.069 -3.336
C -2.733 -2.407 -0.620
C -3.164 -1.024 -0.893
C -4.512 -0.545 -0.982
C -4.449 0.781 -1.289
C -3.071 1.118 -1.385
C -2.455 2.418 -1.728
N -2.305 0.003 -1.133
H -3.429 -2.898 0.060
H -1.722 -2.452 -0.211
H -2.738 -2.980 -1.553
H -5.390 -1.154 -0.835
H -5.266 1.468 -1.448
H -3.212 3.176 -1.912
H -1.840 2.331 -2.630
H -1.816 2.768 -0.909
```

Total charge ... +2
Relative energy (zero: lowest compared OMol25 entry of this formula, charge and spin) ... 0.0 kcal/mol
Multiplicity ... 4
Kohn-Sham gap (spin up / spin down) ... 8.2513 / 6.5988 eV
Lowest unoccupied orbital energy (spin up / spin down) ... -6.205 / -7.837 eV

---

# 2
This record from the Open Molecules 2025 dataset describes a molecular structure, C37H37Cl2N7O6Tl. The level of theory is ωB97M-V/def2-TZVPD.

XYZ file:
```
90
Properties=species:S:1:pos:R:3
Tl -0.845 -0.727 -0.141
C 2.250 -1.032 2.208
O 1.448 0.124 1.912
C 1.581 1.211 2.631
C 2.621 1.445 3.543
C 2.707 2.661 4.174
C 1.775 3.701 3.951
C 0.741 3.492 3.097
C 0.600 2.236 2.441
N -0.476 1.894 1.716
N -1.444 2.696 1.652
C -2.202 2.979 0.653
C -1.739 2.604 -0.752
O -0.659 2.078 -0.916
C -2.719 2.778 -1.819
C -3.928 3.289 -1.563
C -4.354 3.732 -0.236
C -5.600 4.311 -0.051
C -5.987 4.758 1.206
C -5.134 4.624 2.293
C -3.888 4.044 2.125
C -3.496 3.589 0.868
H 3.307 -0.802 2.072
H 1.938 -1.781 1.488
H 2.031 -1.377 3.217
H 3.356 0.681 3.746
H 3.518 2.823 4.873
H 1.870 4.638 4.480
H -0.021 4.242 2.942
H -2.417 2.459 -2.806
H -4.641 3.396 -2.372
H -6.269 4.414 -0.895
H -6.957 5.218 1.337
H -5.440 4.972 3.269
H -3.208 3.945 2.960
N 1.591 -0.672 -1.679
C 1.527 -1.968 -2.353
C 2.676 -2.201 -3.348
C 2.855 -3.613 -3.929
C 2.830 -4.769 -2.922
N 1.445 -5.007 -2.535
C 1.008 -5.345 -1.346
N 1.823 -5.827 -0.383
N -0.295 -5.183 -1.084
C 0.116 -2.059 -3.019
O -0.255 -3.191 -3.451
O -0.534 -1.013 -3.087
H 1.192 0.038 -2.286
H 2.535 -0.397 -1.432
H 1.599 -2.730 -1.567
H 3.605 -1.931 -2.834
H 2.558 -1.497 -4.176
H 3.816 -3.642 -4.444
H 2.086 -3.805 -4.680
H 3.445 -4.538 -2.045
H 3.238 -5.663 -3.398
H 0.747 -4.380 -3.061
H 2.724 -6.184 -0.647
H 1.420 -6.200 0.459
H -0.828 -4.625 -1.741
H -0.674 -5.319 -0.161
Cl -1.138 -5.517 2.023
C -2.800 -5.928 2.345
C -3.336 -7.030 1.702
C -4.677 -7.335 1.858
C -5.477 -6.528 2.651
C -4.921 -5.444 3.302
Cl -5.942 -4.449 4.293
C -3.562 -5.116 3.193
N -3.054 -3.996 3.831
C -1.888 -3.945 4.604
C -1.315 -5.108 5.110
C -0.121 -5.059 5.808
C 0.508 -3.841 6.023
C -0.094 -2.683 5.554
C -1.297 -2.705 4.861
C -1.864 -1.434 4.300
C -1.587 -1.247 2.794
O -2.244 -0.342 2.223
O -0.721 -1.981 2.261
H -2.702 -7.626 1.062
H -5.101 -8.188 1.349
H -6.528 -6.741 2.779
H -3.680 -3.209 3.893
H -1.814 -6.057 4.955
H 0.313 -5.973 6.190
H 1.444 -3.796 6.563
H 0.372 -1.721 5.739
H -1.410 -0.584 4.815
H -2.944 -1.330 4.414
```

Total charge ... +1
Relative energy (zero: lowest compared OMol25 entry of this formula, charge and spin) ... 0.1 kcal/mol
Kohn-Sham gap ... 4.0037 eV
Lowest unoccupied orbital energy ... -5.372 eV

---

# 3
This record from the Open Molecules 2025 dataset describes a molecular structure, C22H22Br2ClCuN4O2. The level of theory is ωB97M-V/def2-TZVPD.

XYZ file:
```
54
Properties=species:S:1:pos:R:3
Cu -0.989 -1.097 0.702
Br -4.907 0.642 0.110
C -4.339 -0.840 -0.979
Br -3.312 -0.274 -2.513
H -5.223 -1.334 -1.347
H -3.734 -1.512 -0.383
Cl -4.162 -4.824 3.187
C -2.616 -4.814 2.274
C -2.509 -3.582 1.361
O -3.327 -3.477 0.440
O -1.544 -2.810 1.648
H -2.609 -5.718 1.673
H -1.812 -4.825 2.999
C 2.206 -3.390 -0.718
C 1.075 -2.928 -0.069
N 0.324 -1.939 -0.569
C 0.689 -1.384 -1.714
C 1.836 -1.741 -2.416
C 2.587 -2.792 -1.910
C 2.206 -1.078 -3.677
C 2.084 0.206 -4.020
C 1.750 1.376 -3.180
C 1.598 2.625 -3.774
C 1.332 3.699 -2.945
N 1.227 3.581 -1.625
C 1.393 2.346 -1.146
N 1.651 1.251 -1.856
H 2.782 -4.199 -0.285
H 0.724 -3.355 0.864
H 0.043 -0.601 -2.088
H 3.481 -3.118 -2.433
H 2.626 -1.738 -4.431
H 2.337 0.459 -5.045
H 1.682 2.745 -4.847
H 1.194 4.698 -3.349
H 1.299 2.218 -0.070
C -1.509 3.355 0.687
C -0.485 2.913 1.692
C 0.271 3.838 2.389
C 1.215 3.434 3.335
C 1.403 2.071 3.569
C 0.686 1.105 2.882
C 0.944 -0.348 3.162
C -0.305 1.489 1.893
N -1.038 0.650 1.168
H -1.559 4.447 0.642
H -2.492 2.953 0.946
H -1.280 2.971 -0.309
H 0.123 4.898 2.201
H 1.787 4.171 3.890
H 2.140 1.756 4.305
H 1.498 -0.468 4.097
H 1.538 -0.794 2.356
H 0.016 -0.917 3.226
```

Total charge ... -1
Multiplicity ... 2
Kohn-Sham gap (spin up / spin down) ... 5.1038 / 5.1570 eV
Lowest unoccupied orbital energy (spin up / spin down) ... 1.772 / 1.771 eV

---

# 4
This record from the Open Molecules 2025 dataset describes 7 unconnected molecules or ions with the total composition H14O7. The level of theory is ωB97M-V/def2-TZVPD.

XYZ file:
```
21
Properties=species:S:1:pos:R:3
H 1.021 -1.055 -1.214
H -0.244 -0.771 -0.377
H 0.334 1.392 1.836
H 0.446 0.632 0.548
H -5.313 0.208 -0.783
H -3.938 -0.359 -0.369
H 3.363 -1.539 -0.026
H 4.749 -1.147 0.484
H -0.623 -1.621 3.652
H 0.093 -2.408 2.420
H 1.835 1.530 -2.147
H 1.071 0.687 -1.224
H -0.665 1.651 -1.482
H -1.381 2.810 -0.863
O 0.663 -0.835 -0.332
O -0.224 0.867 1.187
O -4.779 -0.537 -0.846
O 4.010 -0.823 -0.036
O -0.476 -2.461 3.240
O 0.944 1.272 -2.061
O -0.883 2.508 -1.606
```

Relative energy (zero: lowest compared OMol25 entry of this formula, charge and spin) ... 80.4 kcal/mol
SMILES ... O.O.O.O.O.O.O
Kohn-Sham gap ... 10.3098 eV
Lowest unoccupied orbital energy ... -0.084 eV

---

# 5
This record from the Open Molecules 2025 dataset describes a molecular structure, C32H37BiClN2Si2. The level of theory is ωB97M-V/def2-TZVPD.

XYZ file:
```
75
Properties=species:S:1:pos:R:3
C 0.036 1.868 -0.593
C 0.553 0.988 -1.557
C -0.439 0.009 -1.856
H 1.509 1.086 -2.078
C -1.603 0.311 -1.027
C -1.267 1.460 -0.239
H -1.970 2.008 0.401
H 0.522 2.788 -0.238
H -0.449 -0.682 -2.700
H -2.595 -0.114 -1.164
Bi -0.316 -1.369 0.289
Si -0.353 -4.751 -0.814
C 1.353 -4.555 -1.649
C 2.420 -5.377 -1.282
H 2.290 -6.117 -0.487
C 3.631 -5.284 -1.968
H 4.461 -5.932 -1.686
C 3.778 -4.374 -3.014
H 4.729 -4.291 -3.542
C 2.710 -3.548 -3.376
H 2.813 -2.823 -4.182
C 1.495 -3.653 -2.707
H 0.655 -3.021 -3.013
C -1.838 -4.234 -1.961
C -1.700 -4.136 -3.371
H -0.827 -4.549 -3.888
C -2.709 -3.556 -4.149
H -2.626 -3.550 -5.241
C -3.837 -2.998 -3.542
H -4.635 -2.559 -4.154
C -3.954 -3.027 -2.151
H -4.834 -2.596 -1.665
C -2.972 -3.645 -1.367
H -3.091 -3.666 -0.280
H -0.130 -3.051 -0.739
Si -0.917 -6.740 -2.146
C -2.580 -7.313 -2.667
C -2.698 -7.981 -3.910
H -1.833 -8.485 -4.341
C -3.908 -7.922 -4.608
H -3.971 -8.340 -5.620
C -5.026 -7.299 -4.026
H -5.955 -7.209 -4.595
C -4.950 -6.778 -2.722
H -5.825 -6.292 -2.274
C -3.750 -6.851 -2.017
H -3.693 -6.481 -0.993
C 0.505 -7.622 -2.971
C 0.898 -7.100 -4.221
H 0.288 -6.337 -4.697
C 2.068 -7.534 -4.847
H 2.371 -7.082 -5.795
C 2.837 -8.547 -4.263
H 3.747 -8.889 -4.761
C 2.435 -9.113 -3.043
H 3.040 -9.913 -2.596
C 1.276 -8.662 -2.405
H 0.963 -9.110 -1.461
H -0.132 -6.042 -0.202
Cl -0.746 -4.284 1.372
N -1.073 -0.320 2.510
C -0.531 0.916 3.163
C 0.930 1.205 2.839
C 1.838 -0.006 2.683
N 1.844 -0.497 1.267
H -1.028 -1.113 3.152
H -2.063 -0.212 2.289
H -1.161 1.758 2.844
H -0.661 0.800 4.249
H 0.984 1.863 1.956
H 1.329 1.815 3.664
H 2.869 0.255 2.968
H 1.537 -0.834 3.333
H 2.129 0.243 0.615
H 2.515 -1.260 1.144
```

Total charge ... +1
Relative energy (zero: lowest compared OMol25 entry of this formula, charge and spin) ... 115.1 kcal/mol
Kohn-Sham gap ... 4.6327 eV
Lowest unoccupied orbital energy ... -3.978 eV

---

# 6
This record from the Open Molecules 2025 dataset describes a molecular structure, C11H14NOsSbSe4Te. The level of theory is ωB97M-V/def2-TZVPD.

XYZ file:
```
33
Properties=species:S:1:pos:R:3
Os 0.045 -1.720 -1.227
Se 4.135 -2.687 1.654
Sb 2.400 -3.658 0.210
Se 0.103 -2.697 0.901
Se 2.195 -1.863 -1.784
Se 2.359 -5.900 -0.598
C -0.814 -6.315 -2.699
C -0.599 -4.910 -2.381
N -0.504 -3.780 -2.240
H -1.545 -6.383 -3.513
H -1.155 -6.892 -1.849
H 0.110 -6.744 -3.121
C 0.282 4.390 2.917
C -0.013 3.372 1.872
C -1.345 2.963 1.632
C -1.683 2.133 0.606
C -3.113 1.805 0.412
C -0.584 1.674 -0.191
Te -1.077 0.519 -1.854
C 0.724 2.028 0.015
C 1.909 1.561 -0.764
C 0.981 2.939 1.012
H -0.139 5.346 2.641
H 1.374 4.440 3.022
H -0.165 4.076 3.813
H -2.146 3.357 2.232
H -3.728 2.432 1.073
H -3.359 0.765 0.641
H -3.486 2.056 -0.593
H 2.329 0.607 -0.421
H 2.695 2.297 -0.686
H 1.773 1.520 -1.851
H 2.039 3.267 1.119
```

Multiplicity ... 5
Kohn-Sham gap (spin up / spin down) ... 5.7720 / 5.4182 eV
Lowest unoccupied orbital energy (spin up / spin down) ... -1.828 / -2.472 eV

---

Respective max |F| values: 0.10 0.77 0.59 5.43 1.94 2.37 eV/A.